6 unconnected molecules or ions with the total composition C3H18O6, computed with the ωB97M-V functional and the def2-TZVPD basis.

HOMO-LUMO gap in eV: 10.8
2S+1: 1
Molar mass in g/mol: 150.17
SMILES: CC(C)O.O.O.O.O.O
ΔE to the lowest compared entry with this formula, charge and spin in kcal/mol: 0.00

The geometry in XYZ format:
```
27
Properties=species:S:1:pos:R:3:forces:R:3
C 3.53629 17.54337 24.20074 -0.5 0.3 0.0
C 3.80071 18.70674 23.24600 0.4 -0.2 0.4
C 5.09886 18.46969 22.48313 -0.7 -0.5 -0.2
O 2.70160 18.81699 22.31235 0.5 -0.1 0.0
H 2.54251 17.65633 24.65346 0.1 -0.1 -0.1
H 4.23611 17.50860 25.03435 0.2 0.0 -0.1
H 3.55615 16.60764 23.64284 0.1 -0.1 0.1
H 3.89271 19.64308 23.81064 -0.2 0.0 -0.1
H 5.00150 17.50213 21.98184 0.2 0.1 0.0
H 5.91237 18.39180 23.19911 0.2 0.2 -0.1
H 5.28818 19.22404 21.72233 0.2 0.2 0.2
H 1.89246 18.83150 22.83282 -0.1 0.0 -0.1
O 2.58911 13.65652 19.78334 -0.1 0.0 0.1
H 1.82485 13.17517 20.11189 0.0 0.0 0.0
H 2.56224 14.52649 20.21920 0.1 0.1 -0.1
O 3.39334 16.15959 20.71526 0.0 0.1 -0.1
H 2.92332 16.96640 20.96179 0.0 0.0 0.1
H 3.89361 16.40197 19.91216 -0.2 -0.1 0.0
O 4.68326 16.71565 18.31651 0.1 0.2 -0.1
H 5.40176 17.34990 18.22966 0.0 0.0 0.0
H 4.68127 16.21140 17.49734 0.0 -0.1 0.1
O 3.73982 20.79501 20.35998 0.1 -0.1 -0.1
H 3.34319 21.45791 20.93166 0.0 0.0 0.0
H 3.49811 19.95480 20.77395 -0.2 0.2 0.0
O 5.46956 13.63213 20.35438 0.1 0.0 0.0
H 5.43333 14.57602 20.53912 0.0 -0.1 0.0
H 4.54301 13.39153 20.21367 -0.1 0.0 -0.1
```
Positions in Å, forces in eV/Å.